# 1
C35H75BFN4O25P3 | wB97M-V/def2-TZVPD

Structure (XYZ):
```
144
Properties=species:S:1:pos:R:3:forces:R:3
H -3.425 -2.399 3.661 0.0 0.0 0.0
N -3.452 -3.406 3.813 0.5 -0.1 -0.2
C -2.309 -3.926 3.579 -0.8 0.3 0.2
C -2.153 -5.397 3.830 -0.3 0.4 0.1
C -1.082 -3.178 3.122 0.3 -0.5 -0.4
C -1.092 -2.811 1.591 -0.2 0.3 1.8
C 0.389 -2.775 1.224 0.0 0.1 -0.7
C 0.852 -2.335 -0.171 0.5 -0.3 0.1
C 2.189 -1.606 -0.106 -0.1 -0.3 -0.2
N 2.590 -1.141 -1.442 -0.2 -0.2 0.4
C -1.888 -1.473 1.500 0.1 -0.2 -0.7
C -1.240 -0.266 0.880 -0.5 0.5 0.4
O -0.024 0.102 1.572 0.1 0.6 -0.3
C 0.163 1.449 1.537 2.0 0.7 -1.3
O 1.108 1.977 0.962 -1.9 -1.4 1.4
O -1.831 -3.889 1.020 0.2 0.3 -0.4
C -1.681 -4.187 -0.351 -0.4 -1.3 -0.7
P -2.141 -2.804 -1.519 0.6 1.5 0.4
C -0.961 -3.051 -2.916 -0.2 -0.4 0.5
O -3.642 -3.077 -2.127 0.2 -0.8 -0.2
C -2.391 -5.583 -0.505 0.2 1.7 0.4
O -1.534 -6.391 0.316 -0.2 -0.3 -0.8
C -1.677 -7.767 0.470 0.8 -0.5 1.2
F -1.644 -8.462 -0.726 0.0 0.2 -0.4
C -2.899 -8.259 1.238 -0.4 -0.4 -0.4
O -4.032 -8.433 0.414 0.1 0.4 0.3
C -4.335 -9.783 0.140 -0.2 0.0 -0.4
B -0.379 -8.280 1.301 0.2 0.0 0.2
C 0.027 -9.791 1.302 -0.3 0.3 -0.3
O 0.401 -7.388 2.004 0.2 -0.6 -0.3
P -4.132 -5.289 0.203 -1.1 -0.5 -0.7
N -5.326 -5.829 -0.653 0.2 0.3 0.5
P -2.416 -6.109 -2.301 -1.0 -1.9 -0.5
N -3.291 -7.320 -2.755 0.2 0.4 0.3
H -3.139 -5.841 3.806 -0.2 -0.3 -0.1
H -1.464 -5.860 3.136 0.1 -0.2 -0.1
H -1.798 -5.503 4.853 0.3 -0.2 0.1
H -0.227 -3.827 3.293 0.1 -0.1 0.1
H -0.903 -2.285 3.708 -0.1 0.3 0.1
H 0.871 -2.141 1.961 0.0 0.2 0.2
H 0.782 -3.772 1.412 0.0 -0.2 0.0
H 1.046 -3.219 -0.774 -0.1 -0.1 -0.2
H 0.140 -1.744 -0.732 -0.1 0.2 0.1
H 2.141 -0.810 0.630 0.0 0.2 0.0
H 2.916 -2.329 0.258 0.2 0.0 0.1
H 3.553 -1.385 -1.605 0.2 0.2 -0.2
H 2.501 -0.138 -1.483 0.1 0.1 -0.2
H -2.256 -1.166 2.470 0.1 0.0 0.3
H -2.780 -1.668 0.914 -0.1 0.0 -0.1
H -1.941 0.566 0.982 -0.2 0.1 0.1
H -1.060 -0.355 -0.184 0.3 -0.2 -0.1
H -0.595 2.034 2.074 -0.1 0.0 0.0
H -0.640 -4.409 -0.589 0.2 0.2 0.1
H -0.288 -2.203 -2.910 0.1 0.2 -0.2
H -1.503 -3.091 -3.852 -0.1 0.0 -0.2
H -0.344 -3.934 -2.783 0.0 -0.3 -0.2
H -4.146 -2.273 -2.017 -0.3 0.2 0.0
H -3.125 -7.598 2.067 0.0 0.3 0.1
H -2.632 -9.217 1.683 0.1 -0.2 0.1
H -4.807 -10.271 0.991 0.0 -0.1 0.3
H -5.039 -9.789 -0.684 -0.2 0.1 -0.1
H -3.461 -10.337 -0.189 0.2 -0.1 0.1
H -0.053 -10.244 2.285 0.1 -0.1 0.2
H 1.069 -9.820 0.992 0.3 -0.1 0.2
H -0.525 -10.376 0.575 -0.2 -0.2 0.0
H 0.789 -6.756 1.394 -0.3 0.7 0.2
H -4.198 -3.895 0.313 0.4 0.0 0.1
H -4.059 -5.751 1.526 0.3 0.2 0.1
H -5.859 -6.500 -0.117 -0.1 -0.3 -0.3
H -1.040 -6.384 -2.505 0.1 0.7 0.1
H -2.746 -4.990 -3.082 0.5 0.3 0.3
H -3.836 -7.688 -1.984 -0.2 -0.1 -0.2
C -3.488 -1.503 -7.005 -0.2 -0.2 0.0
O -2.969 -0.286 -7.550 -0.1 -0.1 -0.1
C -2.208 0.406 -6.711 -0.1 0.0 -0.1
O -1.944 0.096 -5.579 0.1 0.0 0.3
O -1.787 1.503 -7.335 0.0 0.1 -0.1
C -0.951 2.346 -6.541 0.1 0.2 0.0
H -4.086 -1.967 -7.782 0.0 0.1 -0.1
H -2.678 -2.174 -6.727 0.0 0.0 0.1
H -4.119 -1.300 -6.142 0.1 0.0 0.1
H -0.048 1.819 -6.241 0.0 0.0 0.1
H -1.486 2.701 -5.663 0.0 -0.1 0.1
H -0.686 3.191 -7.169 -0.1 0.0 -0.1
C 2.837 8.415 2.315 0.1 0.2 0.2
O 3.071 7.532 1.220 0.1 0.1 -0.1
C 2.167 6.564 1.090 0.1 0.0 0.0
O 1.215 6.392 1.804 -0.1 0.0 0.1
O 2.506 5.819 0.046 0.0 -0.1 -0.2
C 1.614 4.725 -0.209 -0.1 -0.1 -0.1
H 3.641 9.145 2.307 0.1 -0.1 -0.1
H 1.888 8.934 2.204 -0.1 -0.1 0.0
H 2.862 7.863 3.253 -0.1 0.0 0.0
H 0.614 5.096 -0.432 0.0 0.0 0.1
H 1.583 4.041 0.630 0.0 0.2 0.0
H 2.002 4.203 -1.079 0.1 0.1 0.0
C 1.856 5.941 5.739 0.0 -0.1 -0.2
O 2.680 6.237 6.873 0.1 -0.1 -0.1
C 2.219 7.219 7.643 0.1 -0.1 0.0
O 1.211 7.845 7.461 -0.2 0.1 0.0
O 3.076 7.393 8.647 0.1 0.0 0.1
C 2.707 8.428 9.560 0.1 0.1 0.2
H 2.350 5.133 5.207 0.1 0.0 0.1
H 0.868 5.616 6.058 0.0 0.1 0.0
H 1.770 6.806 5.085 -0.1 0.0 0.1
H 1.752 8.203 10.029 -0.1 0.0 -0.1
H 2.655 9.389 9.052 -0.1 0.0 0.0
H 3.485 8.459 10.317 0.1 -0.1 0.0
C 6.225 6.768 -0.323 -0.1 -0.2 0.1
O 7.322 7.453 -0.938 0.0 -0.1 0.0
C 7.062 8.713 -1.272 0.1 -0.1 0.0
O 6.024 9.291 -1.098 -0.2 0.1 0.0
O 8.156 9.227 -1.831 0.1 0.0 -0.1
C 8.018 10.589 -2.239 0.1 0.2 -0.1
H 6.574 5.764 -0.101 0.1 0.0 -0.1
H 5.933 7.260 0.602 -0.1 0.1 -0.1
H 5.374 6.713 -0.998 0.0 0.1 0.0
H 7.800 11.226 -1.384 -0.1 0.0 0.0
H 7.235 10.688 -2.987 -0.1 0.0 0.1
H 8.972 10.876 -2.672 0.0 -0.1 0.0
C 9.469 7.424 3.653 0.2 0.0 -0.1
O 8.494 8.281 4.251 0.1 0.1 0.0
C 7.416 7.649 4.707 0.0 0.1 -0.1
O 7.217 6.466 4.651 0.0 -0.2 0.0
O 6.592 8.556 5.223 -0.1 0.1 0.1
C 5.381 8.013 5.751 -0.3 0.0 0.1
H 10.283 8.065 3.331 0.0 0.1 0.0
H 9.840 6.701 4.377 -0.1 -0.1 0.0
H 9.050 6.908 2.792 0.0 -0.1 0.0
H 5.578 7.325 6.570 0.0 -0.1 -0.1
H 4.815 7.510 4.969 0.1 -0.1 0.0
H 4.798 8.849 6.127 0.1 0.1 0.0
C -8.366 -5.836 -8.087 0.0 -0.2 0.0
O -8.943 -4.627 -8.588 -0.1 -0.1 0.0
C -8.164 -3.559 -8.461 -0.2 0.0 0.0
O -7.063 -3.544 -7.980 0.3 0.1 0.1
O -8.812 -2.508 -8.957 -0.1 0.1 0.0
C -8.083 -1.282 -8.883 0.0 0.2 0.0
H -9.102 -6.616 -8.253 -0.1 0.1 0.0
H -7.452 -6.077 -8.626 0.1 0.1 0.0
H -8.160 -5.751 -7.022 0.1 0.0 0.0
H -7.160 -1.348 -9.455 0.0 0.0 0.1
H -7.865 -1.027 -7.848 0.1 -0.1 0.0
H -8.723 -0.520 -9.317 -0.1 -0.1 0.0
```
Positions in Å, forces in eV/Å.

## Properties
HOMO level = -7.76 eV
SMILES = [H]/N=C(/C)C[C@](CCCN)(CCOC=O)O[C@H](P(C)O)C(O[C@](F)(COC)B(C)O)([PH2]=N)[PH2]=N.COC(=O)OC.COC(=O)OC.COC(=O)OC.COC(=O)OC.COC(=O)OC.COC(=O)OC
Calculated total energy = -4627.32533 Ha
Orbital gap = 7.9 eV

Results of the Mulliken charge analysis, in e, for atoms 1 through 99: H 0.309; N -0.902; C 0.733; C -1.199; C -1.878; C 2.633; C -2.661; C 0.417; C -1.116; N -0.536; C -0.997; C -1.211; O -0.281; C 0.043; O -0.560; O -0.111; C -1.419; P 0.145; C -1.244; O -0.452; C 0.942; O -0.361; C 1.321; F -0.484; C -1.443; O -0.169; C -0.840; B 0.144; C -1.000; O -0.384; P 0.894; N -0.906; P 0.819; N -0.946; H 0.446; H 0.053; H 0.484; H 0.736; H 0.554; H 0.838; H 0.774; H 0.795; H -0.868; H 0.360; H 0.442; H 0.241; H 0.226; H 0.588; H 0.121; H 0.798; H 0.094; H 0.526; H 0.253; H 0.464; H 0.367; H 0.437; H 0.398; H 0.036; H 0.710; H 0.333; H 0.314; H 0.307; H 0.333; H 0.356; H 0.327; H 0.303; H -0.032; H -0.065; H 0.300; H 0.028; H -0.054; H 0.318; C -0.567; O -0.306; C 0.822; O -0.530; O -0.334; C -0.618; H 0.203; H 0.275; H 0.264; H 0.292; H 0.285; H 0.213; C -0.415; O -0.154; C 0.715; O -0.591; O -0.303; C -0.638; H 0.242; H 0.343; H -0.045; H 0.301; H 0.340; H 0.261; C -0.606; O -0.312; C 0.801

# 2
C27H57O16P3S | wB97M-V/def2-TZVPD

Structure (XYZ):
```
104
Properties=species:S:1:pos:R:3:forces:R:3
O 6.704 -3.734 0.294 -0.4 -0.5 -1.5
S 6.613 -4.229 -1.079 0.0 -0.1 1.6
O 7.859 -3.408 -1.892 -1.3 -0.7 -0.8
O 8.340 -2.358 -1.139 0.7 1.5 0.6
O 5.121 -3.748 -1.662 1.1 -0.1 0.0
C 4.267 -4.936 -1.772 -0.6 0.3 -0.5
C 3.032 -4.542 -2.683 0.8 -0.5 -0.3
C 1.732 -5.371 -2.350 0.2 0.6 0.8
C 0.618 -4.470 -1.737 -1.9 0.0 1.4
C -0.235 -5.077 -0.705 -0.4 2.8 -0.9
C -1.273 -4.253 -0.097 0.7 0.1 -0.8
C -1.506 -2.867 -0.450 1.7 -1.1 -1.1
C -0.665 -2.266 -1.476 -0.1 -2.1 0.9
C 0.353 -3.086 -2.097 -0.1 -0.6 0.5
H 8.146 -1.559 -1.665 -0.2 -0.5 0.0
H 3.959 -5.201 -0.730 0.1 0.0 -0.9
H 4.865 -5.748 -2.254 -0.6 0.4 0.6
H 3.317 -4.738 -3.748 -0.1 0.3 0.9
H 2.924 -3.437 -2.578 -0.2 -1.0 0.0
H 2.010 -6.117 -1.552 -0.4 0.6 -0.8
H 1.364 -5.985 -3.217 0.3 0.8 0.7
H -0.111 -6.137 -0.402 0.0 0.9 -0.2
H -1.926 -4.731 0.664 0.5 0.5 -0.6
H -2.321 -2.307 0.052 0.7 -0.4 -0.4
H -0.818 -1.205 -1.763 0.3 -1.0 0.1
H 1.000 -2.652 -2.901 -0.8 -0.2 0.8
O -7.735 -6.713 3.849 0.0 -4.2 -0.5
P -6.312 -6.953 3.396 2.1 8.7 0.6
O -5.582 -6.103 4.629 0.1 -1.1 0.5
C -5.865 -6.407 5.990 0.0 0.3 0.3
C -4.948 -7.479 6.547 0.1 -0.2 -0.1
O -6.261 -5.792 2.228 0.2 -1.3 -0.5
C -7.474 -5.340 1.624 -0.4 0.1 0.1
C -8.055 -4.151 2.371 0.2 0.3 0.0
O -4.759 -7.369 2.889 -2.3 -2.5 -0.7
C -4.032 -8.457 3.434 0.6 -0.2 0.2
C -4.840 -9.725 3.616 0.0 -0.1 -0.3
H -6.909 -6.697 6.121 0.0 0.0 -0.1
H -5.708 -5.485 6.556 0.0 0.0 -0.1
H -5.137 -8.443 6.065 0.0 0.0 0.0
H -5.107 -7.617 7.618 -0.1 0.1 0.0
H -3.899 -7.225 6.385 -0.1 0.1 0.0
H -8.196 -6.158 1.555 0.0 0.1 0.1
H -7.241 -5.046 0.599 0.2 -0.1 0.1
H -8.027 -4.281 3.453 -0.1 -0.2 -0.1
H -9.088 -3.972 2.066 0.0 0.0 0.0
H -7.474 -3.249 2.156 -0.1 -0.1 0.0
H -3.557 -8.139 4.364 -0.2 0.0 0.1
H -3.211 -8.663 2.742 -0.1 0.1 -0.1
H -5.820 -9.535 4.068 0.1 0.0 0.1
H -4.298 -10.427 4.250 -0.1 0.0 0.0
H -5.016 -10.211 2.653 -0.1 0.1 0.1
O 3.213 1.999 2.579 -0.4 4.0 0.6
P 2.439 2.471 1.372 -0.8 -7.7 -3.3
O 1.104 1.496 1.515 -0.2 1.1 0.4
C 0.357 1.462 2.724 -0.3 -0.3 0.3
C -0.735 2.513 2.758 0.0 0.2 -0.1
O 3.271 1.620 0.234 0.0 1.2 -0.1
C 4.588 1.146 0.522 0.2 -0.2 0.3
C 4.556 -0.250 1.122 -0.1 -0.3 -0.2
O 1.709 3.254 0.074 1.7 1.9 2.0
C 0.777 4.310 0.234 -0.6 0.3 -0.2
C 1.168 5.345 1.269 0.2 0.2 -0.1
H 1.007 1.565 3.595 0.1 0.0 -0.1
H -0.106 0.474 2.779 0.1 0.0 -0.1
H -0.308 3.519 2.794 0.0 0.0 0.0
H -1.367 2.398 3.641 0.1 -0.1 0.0
H -1.370 2.452 1.871 0.0 -0.1 0.1
H 5.114 1.847 1.174 -0.1 -0.1 0.0
H 5.142 1.123 -0.419 -0.2 0.1 -0.1
H 3.784 -0.363 1.883 0.1 0.3 0.1
H 5.522 -0.501 1.564 0.0 0.0 0.0
H 4.332 -0.990 0.348 0.1 0.0 0.0
H -0.210 3.888 0.433 0.1 -0.1 0.2
H 0.694 4.805 -0.737 0.2 -0.1 0.0
H 1.533 4.891 2.197 -0.1 0.0 0.0
H 0.313 5.978 1.508 0.0 0.0 0.1
H 1.965 5.990 0.888 0.0 -0.1 0.1
O 1.867 6.851 -4.501 -4.0 0.4 -0.2
P 1.582 8.006 -3.571 8.1 1.5 1.8
O 2.536 9.161 -4.284 -1.2 0.1 -0.3
C 2.399 9.464 -5.667 0.3 0.1 -0.4
C 1.363 10.540 -5.923 -0.2 0.1 0.1
O 2.583 7.551 -2.345 -1.2 0.0 0.3
C 2.999 6.188 -2.237 0.2 -0.3 -0.2
C 4.293 5.941 -2.994 0.3 0.1 0.1
O 1.002 9.166 -2.500 -2.2 -2.2 -1.1
C -0.059 10.051 -2.820 -0.2 0.7 0.0
C -1.236 9.397 -3.516 -0.2 -0.2 0.2
H 2.165 8.568 -6.246 0.0 -0.1 0.1
H 3.372 9.826 -6.006 0.0 -0.1 0.1
H 0.359 10.182 -5.677 0.0 0.0 0.0
H 1.353 10.837 -6.973 0.1 -0.1 0.0
H 1.558 11.428 -5.317 0.1 0.0 -0.1
H 2.204 5.518 -2.576 0.1 0.1 -0.1
H 3.154 5.973 -1.178 0.0 0.2 0.0
H 4.300 6.413 -3.976 -0.3 -0.1 0.0
H 4.468 4.871 -3.118 0.0 0.0 0.0
H 5.138 6.365 -2.444 -0.1 -0.1 0.0
H 0.336 10.892 -3.393 0.1 -0.1 -0.2
H -0.407 10.478 -1.876 0.1 -0.1 0.1
H -0.923 8.721 -4.320 0.0 0.1 -0.1
H -1.890 10.158 -3.941 0.0 0.0 0.0
H -1.824 8.808 -2.807 0.1 0.0 -0.1
```
Positions in Å, forces in eV/Å.

## Properties
HOMO level = -8.83 eV
Energy relative to the best compared isomer or geometry (same formula, charge and spin) = 169.42 kcal/mol
Calculated total energy = -3688.86571 Ha
Orbital gap = 7.7 eV

Results of the Mulliken charge analysis, in e, for atoms 1 through 99: O -0.503; S 0.628; O -0.177; O -0.311; O -0.262; C -0.645; C -0.464; C -0.608; C 0.667; C -0.607; C -0.333; C -0.553; C -0.545; C -0.231; H 0.330; H 0.317; H 0.460; H 0.229; H 0.267; H 0.303; H 0.361; H 0.285; H 0.371; H 0.372; H 0.355; H 0.294; O -0.752; P 1.030; O -0.338; C -0.276; C -1.024; O -0.328; C -0.356; C -0.997; O -0.306; C -0.106; C -1.183; H 0.298; H 0.329; H 0.215; H 0.413; H 0.235; H 0.339; H 0.360; H 0.270; H 0.332; H 0.287; H 0.174; H 0.327; H 0.377; H 0.353; H 0.324; O -0.791; P 1.103; O -0.282; C -0.337; C -0.986; O -0.339; C -0.389; C -0.857; O -0.328; C -0.177; C -1.138; H 0.294; H 0.356; H 0.202; H 0.428; H 0.228; H 0.364; H 0.355; H 0.285; H 0.340; H 0.161; H 0.170; H 0.299; H 0.408; H 0.382; H 0.279; O -0.751; P 1.119; O -0.359; C -0.298; C -1.001; O -0.358; C 0.054; C -1.253; O -0.319; C -0.122; C -1.142; H 0.291; H 0.348; H 0.208; H 0.409; H 0.240; H 0.281; H 0.096; H 0.298; H 0.342; H 0.328

# 3
C10H14N2S | wB97M-V/def2-TZVPD

Structure (XYZ):
```
27
Properties=species:S:1:pos:R:3:forces:R:3
C -2.919 -0.957 -1.603 -0.4 0.1 0.6
C -1.578 -0.551 -0.999 0.4 -0.8 -0.8
S -1.306 1.238 -1.154 0.3 -0.1 0.5
C 0.464 1.424 -0.917 0.3 0.0 -0.5
N 1.099 2.475 -1.235 0.0 0.2 0.1
C 0.473 3.677 -1.743 -1.4 -0.9 -0.7
N 1.275 0.307 -0.592 -0.5 0.7 -0.2
C 1.153 -0.433 0.606 0.0 -0.6 0.7
C 1.691 -1.729 0.605 -0.1 -0.4 -0.5
C 1.571 -2.512 1.747 0.6 -0.7 -0.7
C 0.933 -2.047 2.874 -0.4 0.7 0.6
C 0.434 -0.742 2.936 0.3 0.0 -0.8
C 0.579 0.076 1.784 0.1 -1.4 0.6
H -3.059 -2.043 -1.601 0.3 0.1 0.2
H -2.976 -0.647 -2.627 -0.2 0.3 -0.6
H -3.767 -0.532 -1.030 0.4 -0.1 -0.4
H -1.563 -0.902 0.016 0.2 0.2 0.7
H -0.755 -1.069 -1.528 -0.4 0.3 0.2
H 1.130 4.247 -2.376 0.6 0.0 -0.1
H -0.445 3.480 -2.376 0.7 0.1 0.7
H 0.186 4.302 -0.915 -0.2 0.3 0.4
H 2.217 0.658 -0.711 0.2 -0.2 -0.2
H 2.134 -2.198 -0.319 -0.5 0.9 1.0
H 1.999 -3.528 1.713 -0.4 0.6 0.2
H 0.816 -2.675 3.740 0.1 -0.2 0.1
H -0.024 -0.399 3.887 0.3 0.0 -1.0
H 0.239 1.078 1.817 -0.3 0.9 -0.1
```
Positions in Å, forces in eV/Å.

## Properties
HOMO level = -8.58 eV
Energy relative to the best compared isomer or geometry (same formula, charge and spin) = 29.98 kcal/mol
SMILES = CCS/C(=N\C)Nc1ccccc1
Calculated total energy = -897.12753 Ha
Orbital gap = 9.4 eV

For reference, the natural (NBO) charges in units of e are: C -0.613; C -0.528; S 0.201; C 0.303; N -0.501; C -0.438; N -0.646; C 0.129; C -0.228; C -0.203; C -0.234; C -0.209; C -0.207; H 0.220; H 0.212; H 0.210; H 0.218; H 0.228; H 0.204; H 0.183; H 0.203; H 0.408; H 0.226; H 0.216; H 0.213; H 0.221; H 0.213

# 4
C3H6NO2 | wB97M-V/def2-TZVPD

Structure (XYZ):
```
12
Properties=species:S:1:pos:R:3:forces:R:3
C -0.737 -0.041 2.637 2.4 -0.2 -1.6
C -1.173 0.049 -0.918 3.5 -2.6 0.4
C 0.033 0.566 -0.948 1.0 -2.0 0.0
N 1.276 -0.301 -0.777 1.7 2.8 0.8
O -1.429 -0.051 3.521 -2.3 0.1 2.3
O 0.053 -0.064 1.779 0.1 0.0 -0.3
H -1.328 -1.028 -0.748 -0.2 0.7 0.0
H -1.918 0.684 -1.095 -3.3 2.2 -0.6
H 0.378 1.520 -1.148 -0.1 2.0 -0.2
H 0.994 -1.253 -0.904 0.3 -1.1 0.7
H 1.870 -0.005 0.118 -2.1 -1.5 -1.7
H 1.982 -0.075 -1.517 -1.0 -0.3 0.2
```
Positions in Å, forces in eV/Å.

## Properties
HOMO level = -15.61 eV
Energy relative to the best compared isomer or geometry (same formula, charge and spin) = 3.19 kcal/mol
Calculated total energy = -322.87378 Ha
Orbital gap = 11.8 eV
Total charge = +1

For reference, the natural (NBO) charges in units of e are: C 1.043; C -0.314; C -0.028; N -0.719; O -0.433; O -0.609; H 0.226; H 0.237; H 0.221; H 0.450; H 0.480; H 0.446

> What is the formula in the third record?

C10H14N2S